(w)
The following is a quantum chemistry calculation of one molecule with the formula C4H7N5, from OMol25.

Properties
Structure (SMILES): C1CN1Cc1nnn[nH]1
HOMO level in eV: -10.2
Total charge: 0

Each line ends with the Löwdin charge.
Element x y z (Å)
C (1.5621, 0.5331, -0.7338)  -0.15
C (1.2487, 1.9585, -0.5214)  -0.13
N (0.6469, 0.8883, 0.2969)  -0.13
C (-0.7247, 0.6412, -0.0353)  -0.11
C (-1.1262, -0.9338, 0.2771)  -0.26
N (-1.6484, -1.8549, -0.5673)  0.05
N (-1.5837, -2.9742, 0.1252)  -0.11
N (-1.0915, -2.8861, 1.2472)  -0.01
N (-0.7735, -1.5507, 1.3845)  0.06
H (1.1274, 0.2072, -1.7077)  0.13
H (2.6760, 0.3337, -0.4671)  0.14
H (1.7978, 2.5987, 0.1362)  0.10
H (0.4542, 2.4384, -1.0324)  0.09
H (-1.0515, 0.7189, -1.0094)  0.09
H (-1.4108, 1.1390, 0.5042)  0.08
H (-0.1028, -1.2574, 2.1032)  0.16

(x)
The following is a quantum chemistry calculation of one molecule with the formula C4H7N5, from OMol25.

Properties
Structure (SMILES): [H]/N=C(\NN)C1C=NN=C1
HOMO level in eV: -9.7
Total charge: 0

Each line ends with the Löwdin charge.
Element x y z (Å)
H (-3.1903, -0.6378, 0.0293)  0.06
N (-2.3289, -1.2308, -0.0843)  0.12
C (-1.3378, -0.4105, 0.0154)  -0.40
N (-1.4602, 0.9952, 0.2177)  -0.06
N (-0.4628, 1.9295, -0.0919)  0.00
C (0.0910, -0.9128, -0.0314)  -0.22
C (0.9695, -0.3834, -1.1173)  -0.18
N (2.0964, 0.0307, -0.7157)  0.05
N (2.0883, -0.0037, 0.7406)  0.04
C (0.9838, -0.5079, 1.1251)  -0.13
H (-2.4128, 1.3362, -0.0440)  0.14
H (0.2114, 2.1252, 0.6788)  0.10
H (0.0782, 1.6477, -0.9198)  0.07
H (0.0259, -1.9934, -0.1826)  0.16
H (0.7297, -0.5485, -2.1776)  0.13
H (0.7889, -0.6873, 2.2004)  0.13

Top of the stability list: (x), leading by 1.004 eV.

(w)
The following is a quantum chemistry calculation of an isolated ion of composition C6H12NO and charge +1, from OMol25.

Properties
Structure (SMILES): C[N@@H+]1CC(=O)C1(C)C
HOMO level in eV: -14.3
Total charge: +1

Each line ends with the Löwdin charge.
Element x y z (Å)
C (0.1453, 1.9757, 0.1536)  0.00
N (0.2485, 0.7575, -0.5375)  -0.07
C (-0.8439, 0.3825, -1.5055)  0.05
C (-0.8970, -1.0558, -0.9343)  -0.31
O (-1.2842, -2.1021, -1.3091)  0.21
C (0.1068, -0.5760, 0.1846)  -0.38
C (-0.6365, -0.5904, 1.5468)  0.01
C (1.4803, -1.2674, 0.1280)  0.02
H (0.6957, 2.7304, -0.2794)  0.09
H (-0.8500, 2.4187, 0.3484)  0.13
H (0.3321, 1.7520, 1.2091)  0.12
H (1.1009, 0.8269, -0.9823)  0.15
H (-0.5776, 0.3840, -2.5572)  0.14
H (-1.8575, 0.9241, -1.3493)  0.19
H (-1.0372, -1.6157, 1.4591)  0.11
H (-1.5058, 0.0867, 1.6017)  0.11
H (0.0089, -0.5911, 2.4598)  0.12
H (2.2642, -0.7517, 0.6482)  0.09
H (1.8099, -1.4056, -0.8747)  0.09
H (1.2972, -2.2827, 0.5899)  0.13

(x)
The following is a quantum chemistry calculation of C6H12NO as an isolated structure, from OMol25.

Properties
HOMO level in eV: -14.1
Total charge: +1

Each line ends with the Löwdin charge.
Element x y z (Å)
C (-0.6659, -1.4894, -1.7758)  -0.06
C (-1.0560, -0.2066, -1.1876)  -0.08
C (-0.6215, 0.0352, 0.6769)  -0.11
C (0.7390, 0.5527, 0.9967)  -0.44
C (1.0822, 1.2069, 2.2569)  -0.02
C (1.5790, 0.8309, -0.3162)  0.03
N (-2.0004, -1.3129, -1.2176)  0.08
O (0.3310, -0.7829, 1.0869)  0.05
H (-0.4813, -1.4095, -2.8823)  0.16
H (0.0058, -2.2458, -1.3518)  0.14
H (-1.2494, 0.7605, -1.7008)  0.16
H (-1.4259, 0.2534, 1.2166)  0.10
H (2.1472, 0.9685, 2.7265)  0.15
H (0.4225, 1.0198, 3.1433)  0.11
H (1.0825, 2.2689, 2.1912)  0.08
H (1.0447, 1.4741, -0.9070)  0.04
H (1.5966, -0.1024, -0.8463)  0.07
H (2.5555, 1.3212, -0.1789)  0.10
H (-2.8306, -1.4099, -1.7641)  0.16
H (-2.2551, -1.7329, -0.1665)  0.27

Top of the stability list: (w), leading by 2.805 eV.

(w)
The following is a quantum chemistry calculation of a 2-piece molecular cluster, C6H12NO overall, from OMol25.

Properties
HOMO level in eV: -12.7
Total charge: +1

Each line ends with the Löwdin charge.
Element x y z (Å)
O (0.9443, 0.3736, -0.7635)  0.20
C (1.1508, -0.7563, -0.9995)  -0.18
C (0.2013, -1.8547, -0.6980)  0.24
C (-1.1264, -1.7264, -0.2323)  -0.14
C (-1.8028, -0.3928, -0.3344)  -0.13
C (-1.9158, 0.4855, 0.6507)  -0.13
C (-2.3886, 1.8926, 0.4591)  -0.06
N (3.8061, 1.2436, 1.3168)  0.01
H (2.1195, -1.0400, -1.4439)  0.15
H (0.5415, -2.8796, -0.8372)  0.15
H (-1.7056, -2.5320, -0.7218)  0.18
H (-1.1885, -2.0333, 0.8378)  0.21
H (-2.2694, -0.1542, -1.2662)  0.13
H (-1.6538, 0.2143, 1.6725)  0.12
H (-2.3244, 2.4619, 1.3797)  0.08
H (-1.8227, 2.4179, -0.2841)  0.08
H (-3.4457, 1.9078, 0.1939)  0.09
H (4.3574, 0.6179, 1.8861)  0.01
H (3.6469, 0.9219, 0.3747)  -0.02
H (4.3994, 2.0584, 1.2370)  0.01

(x)
The following is a quantum chemistry calculation of a 2-piece molecular cluster, C6H12NO overall, from OMol25.

Properties
HOMO level in eV: -11.8
Total charge: +1

Each line ends with the Löwdin charge.
Element x y z (Å)
C (3.4427, -0.0605, -0.0628)  -0.28
C (1.8203, 0.0547, 0.3443)  -0.19
C (0.9215, -0.2080, -0.7498)  -0.08
C (-3.5473, 0.6406, 0.6489)  0.04
C (-4.0550, -0.0453, -0.6409)  0.33
C (-2.8450, -0.5240, 0.0110)  -0.33
O (-1.7327, -0.1216, -0.7103)  -0.02
N (4.3208, -0.1281, 0.9632)  0.17
H (3.6566, 0.8015, -0.7056)  0.12
H (3.4517, -0.9383, -0.7050)  0.12
H (1.7368, 1.1353, 0.6301)  0.13
H (1.7222, -0.4935, 1.2798)  0.11
H (-4.0324, 0.5342, 1.6285)  0.14
H (-3.0773, 1.6077, 0.4715)  0.14
H (-5.0121, -0.5672, -0.6860)  0.14
H (-2.7331, -1.4783, 0.5491)  0.17
H (-0.7010, -0.1711, -0.7257)  0.04
H (4.7272, 0.7839, 1.1859)  0.07
H (1.0720, 0.4284, -1.6237)  0.08
H (0.8642, -1.2503, -1.1027)  0.09

Top of the stability list: (w), leading by 6.855 eV.

(w)
The following is a quantum chemistry calculation of one molecule with the formula C17H17N3O4S, from OMol25.

Properties
Structure (SMILES): CS(=O)(=O)Nc1ccc([C@@H]2C[C@H](c3ccco3)[C@H](C#N)C(=O)N2)cc1
HOMO level in eV: -9.0
Total charge: 0

Each line ends with the Löwdin charge.
Element x y z (Å)
C (5.6629, -0.5137, 0.2841)  -0.13
S (5.4517, -1.5995, 1.6568)  0.63
O (6.4994, -1.5162, 2.6776)  -0.31
O (5.1574, -2.9363, 1.1720)  -0.31
N (4.0586, -1.0142, 2.4119)  -0.08
C (2.9997, -0.5710, 1.7071)  -0.37
C (2.6712, 0.7704, 1.8046)  -0.01
C (1.5834, 1.2772, 1.0668)  -0.01
C (0.8777, 0.4496, 0.1760)  -0.20
C (-0.2699, 0.9971, -0.6094)  -0.27
C (-1.5779, 0.3922, -0.0550)  -0.07
C (-2.7644, 0.9247, -0.9182)  -0.16
C (-4.1216, 0.6577, -0.2981)  -0.26
C (-4.3792, 0.1234, 0.9224)  -0.03
C (-5.8185, 0.0066, 1.0748)  -0.03
C (-6.3072, 0.4939, -0.1402)  -0.09
O (-5.2860, 0.9445, -0.9581)  0.04
C (-2.6329, 0.4174, -2.4115)  -0.14
C (-3.0853, -0.9635, -2.5951)  -0.16
N (-3.4958, -2.0364, -2.7705)  0.18
C (-1.1903, 0.5631, -2.8805)  -0.43
O (-0.8692, 0.6938, -4.0526)  0.07
N (-0.1353, 0.6273, -2.0230)  0.13
C (1.3078, -0.8831, 0.0541)  -0.01
C (2.3353, -1.4100, 0.8199)  -0.01
H (6.5671, -0.8789, -0.2582)  0.09
H (4.8120, -0.6470, -0.3574)  0.06
H (5.7638, 0.5346, 0.5820)  0.08
H (4.3743, -0.3827, 3.1343)  0.12
H (3.1683, 1.3757, 2.5354)  0.11
H (1.2402, 2.3053, 1.2473)  0.12
H (-0.2991, 2.0632, -0.5135)  0.14
H (-1.7072, 0.6460, 0.9938)  0.12
H (-1.4822, -0.7059, -0.0986)  0.14
H (-2.6975, 2.0166, -0.9947)  0.16
H (-3.6214, -0.2321, 1.5954)  0.10
H (-6.3765, -0.3780, 1.9195)  0.10
H (-7.3474, 0.4453, -0.4114)  0.11
H (-3.2036, 1.0851, -3.0535)  0.16
H (0.7238, 0.8761, -2.5173)  0.17
H (0.7968, -1.5565, -0.6307)  0.12
H (2.6170, -2.4618, 0.7114)  0.12

(x)
The following is a quantum chemistry calculation of one molecule with the formula C17H17N3O4S, from OMol25.

Properties
Structure (SMILES): Cc1ccc(NC(=O)CSc2ccc(C(N)=O)cc2[N+](=O)[O-])cc1C
HOMO level in eV: -8.5
Total charge: 0

Each line ends with the Löwdin charge.
Element x y z (Å)
C (1.5697, 2.3411, -2.5664)  -0.04
C (0.9414, 1.0790, -2.0647)  -0.25
C (-0.4194, 0.8577, -2.2133)  -0.05
C (-1.0413, -0.2660, -1.6994)  -0.01
C (-0.2820, -1.2100, -1.0220)  -0.21
N (-0.8440, -2.3070, -0.3475)  0.14
C (-2.1414, -2.4348, 0.0253)  -0.55
O (-3.0728, -1.8165, -0.4419)  0.07
C (-2.3533, -3.4211, 1.1623)  -0.32
S (-1.5209, -2.8499, 2.7043)  0.98
C (-1.0970, -1.1818, 2.2395)  -0.45
C (-2.0885, -0.2563, 1.9374)  -0.07
C (-1.7544, 1.0012, 1.4707)  0.01
C (-0.4203, 1.3846, 1.3554)  -0.11
C (0.0308, 2.6868, 0.7707)  -0.51
N (-0.8731, 3.3118, -0.0189)  0.19
O (1.1330, 3.1433, 0.9849)  0.07
C (0.5713, 0.5056, 1.7728)  0.07
C (0.2356, -0.7730, 2.1827)  -0.17
N (1.3210, -1.6995, 2.4150)  -0.36
O (2.2403, -1.3337, 3.1013)  0.12
O (1.2507, -2.7677, 1.8415)  0.03
C (1.0948, -1.0284, -0.9233)  0.01
C (1.7131, 0.1067, -1.4189)  -0.23
C (3.1834, 0.3051, -1.2265)  -0.03
H (2.3984, 2.1232, -3.2380)  0.08
H (1.9645, 2.9180, -1.7296)  0.08
H (0.8432, 2.9493, -3.0997)  0.08
H (-1.0175, 1.5879, -2.7409)  0.11
H (-2.1032, -0.4021, -1.8087)  0.10
H (-0.1629, -2.8828, 0.1402)  0.12
H (-1.9165, -4.3949, 0.9431)  0.08
H (-3.4195, -3.5240, 1.3598)  0.08
H (-3.1242, -0.5418, 2.0320)  0.12
H (-2.5497, 1.6857, 1.2193)  0.12
H (-1.6917, 2.8414, -0.3600)  0.09
H (-0.5713, 4.1453, -0.4969)  0.12
H (1.6057, 0.8122, 1.7271)  0.14
H (1.6914, -1.7848, -0.4323)  0.11
H (3.6884, 0.4098, -2.1858)  0.08
H (3.3656, 1.2153, -0.6557)  0.09
H (3.6227, -0.5348, -0.6947)  0.08

Top of the stability list: (x), leading by 0.204 eV.

(w)
The following is a quantum chemistry calculation of a 2-piece molecular cluster, C4H13NOS overall, from OMol25.

Properties
Structure (SMILES): CN[C@@H](C)CS.O
HOMO level in eV: -8.7
Total charge: 0

Each line ends with the Löwdin charge.
Element x y z (Å)
C (-1.3572, -0.6229, 0.2808)  -0.12
N (-0.0939, -0.2520, -0.3739)  -0.10
C (0.8403, 0.6853, 0.2552)  -0.49
C (0.5880, 2.1223, -0.1850)  -0.08
C (0.7369, 0.5454, 1.7876)  -0.53
S (1.9908, 1.5558, 2.7111)  0.69
H (-1.9871, -1.2567, -0.3359)  0.07
H (-1.9270, 0.2322, 0.6668)  0.09
H (-1.0772, -1.3022, 1.0944)  0.07
H (0.4347, -1.0809, -0.5966)  0.10
H (1.8710, 0.3732, 0.0096)  0.14
H (1.3907, 2.7968, 0.0684)  0.06
H (-0.3839, 2.4968, 0.1519)  0.08
H (0.3640, 2.0459, -1.2592)  0.08
H (0.8369, -0.4971, 2.0931)  0.07
H (-0.2439, 0.8835, 2.1402)  0.07
H (1.1969, 1.6334, 3.7715)  -0.16
O (-1.3216, -3.6790, -4.2180)  -0.05
H (-0.8287, -3.7973, -3.4133)  0.02
H (-1.0298, -2.8824, -4.6484)  0.03

(x)
The following is a quantum chemistry calculation of a 2-piece molecular cluster, C4H13NOS overall, from OMol25.

Properties
Structure (SMILES): CCNCCS.O
HOMO level in eV: -7.8
Total charge: 0

Each line ends with the Löwdin charge.
Element x y z (Å)
C (-2.0663, -1.4714, -2.1917)  -0.13
C (-1.9117, 0.0169, -1.9290)  -0.23
N (-1.3250, 0.0303, -0.4701)  -0.10
C (-0.6222, -0.9149, 0.5871)  -0.18
C (1.0366, -1.1032, 0.2756)  -0.58
S (2.4368, -0.1419, 0.9558)  0.61
H (-1.3436, -2.0115, -1.5864)  0.05
H (-1.8468, -1.5940, -3.2578)  0.07
H (-3.1024, -1.8744, -1.8894)  0.10
H (-1.1059, 0.2991, -2.5018)  0.05
H (-2.8510, 0.7621, -2.0302)  0.15
H (-1.3673, 0.9477, -0.0676)  0.05
H (-0.5388, -0.4152, 1.6010)  0.09
H (-1.1532, -1.8654, 0.8059)  0.09
H (1.1505, -1.0075, -0.8158)  0.04
H (1.2866, -2.1855, 0.5840)  0.06
H (2.5709, -0.5151, 2.3144)  -0.12
O (-0.0523, 3.1301, 1.4175)  -0.07
H (-0.2909, 3.9924, 1.0439)  0.04
H (0.6784, 3.3197, 2.0056)  0.03

(y)
The following is a quantum chemistry calculation of a 2-piece molecular cluster, C4H13NOS overall, from OMol25.

Properties
Structure (SMILES): CN[C@@H](C)CS.O
HOMO level in eV: -8.7
Total charge: 0

Each line ends with the Löwdin charge.
Element x y z (Å)
C (0.4029, -0.9381, 1.7616)  -0.12
N (0.2652, -1.0943, 0.3081)  -0.09
C (-0.8399, -0.3316, -0.2741)  -0.51
C (-0.5244, 1.1484, -0.4243)  -0.08
C (-1.2434, -0.9226, -1.5985)  -0.53
S (-2.8967, -0.4360, -2.2081)  0.69
H (-0.5967, -0.9380, 2.1891)  0.08
H (1.0024, -0.0762, 2.0513)  0.07
H (0.9089, -1.8033, 2.1431)  0.06
H (1.1198, -0.7828, -0.1416)  0.10
H (-1.6636, -0.3512, 0.4479)  0.12
H (-0.2190, 1.5612, 0.5416)  0.07
H (-1.3648, 1.7244, -0.8024)  0.06
H (0.3362, 1.3350, -1.0696)  0.08
H (-1.1970, -2.0109, -1.6835)  0.07
H (-0.6042, -0.5968, -2.4180)  0.07
H (-3.6110, -0.8403, -1.1521)  -0.15
O (3.4393, 1.5692, 1.0902)  -0.06
H (4.1582, 1.3667, 0.4831)  0.03
H (3.1278, 2.4171, 0.7562)  0.03

(z)
The following is a quantum chemistry calculation of a 2-piece molecular cluster, C4H13NOS overall, from OMol25.

Properties
Structure (SMILES): CCNCCS.O
HOMO level in eV: -9.1
Total charge: 0

Each line ends with the Löwdin charge.
Element x y z (Å)
C (-1.0483, -0.8535, 1.0932)  -0.10
C (-0.3612, -1.4799, -0.1266)  -0.27
N (0.7538, -0.6201, -0.4916)  -0.08
C (0.2216, 0.6937, -0.8821)  -0.36
C (1.0786, 1.3942, -1.9230)  -0.50
S (0.5512, 0.8796, -3.6220)  0.67
H (-1.9519, -0.2952, 0.8656)  0.08
H (-0.3295, -0.2058, 1.5813)  0.05
H (-1.1590, -1.5680, 1.9111)  0.07
H (-0.0437, -2.4580, 0.2204)  0.11
H (-1.0021, -1.5168, -1.0032)  0.10
H (1.2492, -0.8947, -1.3208)  0.08
H (-0.8186, 0.6269, -1.2437)  0.10
H (0.1049, 1.3693, -0.0369)  0.11
H (2.1248, 1.1705, -1.7478)  0.08
H (0.6973, 2.3977, -2.0649)  0.04
H (1.7463, 0.6994, -4.2009)  -0.16
O (-0.4077, -0.1063, 4.4054)  -0.05
H (-0.7342, 0.2002, 3.5528)  0.00
H (-0.6716, 0.5669, 5.0338)  0.03

Top of the stability list: (y), leading by 0.389 eV.